1.
Entry from the OMol25 dataset: a 2-piece molecular cluster, C6H11N3O overall (ωB97M-V/def2-TZVPD).

Cartesian coordinates (Å):
H1 -1.9481 -1.0266 -1.3984
C1 -0.2826 -0.5569 0.4344
H2 -4.4177 -0.7366 -1.3283
H3 -2.4999 0.3954 2.3498
H4 -2.0799 0.7215 -1.7065
O1 1.9843 0.3597 -0.2275
N1 0.4264 -1.5063 0.5149
H5 -5.3347 0.9200 0.0268
H6 1.9931 -0.7520 -0.0489
N2 -4.3230 0.9102 0.1325
H7 -0.9318 2.0769 -0.3293
C2 -3.9160 -0.3147 0.8269
C3 -1.5668 0.2226 0.3707
C4 -2.5498 -0.2701 1.4773
H8 -4.6938 -0.9349 1.2754
H9 1.7121 0.9488 0.4859
C5 -3.7623 -0.2018 -0.6390
H10 -2.2885 -1.2856 1.8030
C6 -2.2937 -0.0726 -0.9785
N3 -1.3129 1.6435 0.5075
H11 -0.7747 1.8841 1.3329

Calculated values
Frontier orbital gap = 10.104 eV
Energy relative to the best compared isomer or geometry (same formula, charge and spin) = 329.2 kJ/mol
Structure (SMILES) = N#C[C@@]1(N)C[C@@H]2N[C@@H]2C1.O
2S+1 = 1

---

2.
Entry from the OMol25 dataset: a 2-piece molecular cluster, C5H9F2N overall (ωB97M-V/def2-TZVPD).

Cartesian coordinates (Å):
H1 1.4509 -2.2352 -1.3044
C1 1.3433 -1.4075 0.4924
C2 1.6617 -1.9796 1.6059
N1 -2.1015 2.2021 0.9571
H2 3.0354 -2.2672 -0.5871
F1 -2.7209 2.6469 -1.4354
H3 0.5148 -0.6515 0.3084
C3 -1.5050 1.3420 0.2103
H4 2.4044 -0.8019 -1.2546
F2 -0.6688 2.0734 -1.7875
H5 1.2146 -1.7644 2.5737
H6 -2.3657 1.9296 1.9091
C4 2.1609 -1.6622 -0.6424
C5 -1.7838 1.5898 -1.2261
H7 2.3310 -2.7954 1.4573
H8 -2.2138 0.8233 -1.8242
H9 -2.7576 2.9579 0.5474

Calculated values
Frontier orbital gap = 9.603 eV
Energy relative to the best compared isomer or geometry (same formula, charge and spin) = 292.3 kJ/mol
2S+1 = 1

---

3.
Entry from the OMol25 dataset: C36H35Li4N7O3 as an isolated structure (ωB97M-V/def2-TZVPD).

Cartesian coordinates (Å):
H1 -18.9400 -26.2671 -14.9226
N1 -17.7689 -19.7578 -13.5011
Li1 -17.7369 -25.1572 -10.3640
N2 -20.3365 -21.4287 -7.8771
H2 -16.4501 -21.1799 -6.3547
H3 -17.2400 -16.7837 -11.9679
C1 -17.1915 -19.4310 -14.6842
H4 -16.5062 -28.1350 -10.1696
C2 -15.7836 -23.7506 -4.4971
C3 -22.1068 -17.6544 -9.6004
C4 -15.9110 -27.6271 -10.9211
C5 -20.0970 -27.5329 -13.6775
N3 -20.3597 -19.2246 -9.9925
H5 -22.6576 -23.3716 -5.4644
C6 -20.5497 -27.6792 -12.3626
N4 -16.0636 -23.0306 -5.5929
C7 -16.3489 -19.1662 -8.7247
N5 -19.2308 -25.8314 -11.5729
C8 -18.9125 -25.6220 -12.8648
H6 -15.8385 -21.2555 -2.1641
C9 -20.0127 -26.9015 -11.3526
C10 -14.3689 -26.3484 -12.7437
C11 -20.7879 -17.9849 -9.6375
C12 -15.3848 -25.7116 -12.0693
C13 -14.9727 -17.9266 -7.2672
C14 -17.7943 -18.7905 -12.5816
C15 -17.2101 -18.4738 -6.7479
Li2 -18.8543 -20.3648 -8.9031
C16 -15.6563 -23.1798 -3.2482
C17 -22.6193 -19.7122 -10.7799
H7 -20.0152 -17.3010 -9.3063
C18 -20.8205 -20.8825 -6.7728
H8 -14.7348 -29.4005 -11.4993
O1 -17.5338 -22.1689 -8.9109
H9 -14.1175 -17.2892 -7.0706
H10 -16.5925 -19.6830 -9.6484
C19 -16.2217 -21.0621 -4.2054
C20 -21.3024 -23.5152 -7.1800
H11 -18.1252 -24.9016 -13.0596
H12 -20.5591 -28.0865 -14.4817
H13 -20.6553 -19.8471 -6.4958
C21 -21.2433 -19.9790 -10.6152
C22 -21.6223 -21.5846 -5.8464
H14 -16.2354 -17.9015 -15.9385
H15 -21.2097 -28.5114 -12.1564
H16 -15.4778 -23.7744 -2.3626
C23 -15.8450 -21.8174 -3.0882
H17 -21.3829 -24.5871 -7.3106
H18 -13.2213 -28.1754 -12.8720
N6 -17.4312 -19.1116 -7.9023
C24 -14.9057 -28.3334 -11.5448
H19 -16.3437 -16.2516 -14.3126
H20 -22.4397 -16.7032 -9.2098
H21 -17.1256 -20.2874 -15.3457
N7 -16.1519 -26.3362 -11.1512
O2 -17.4796 -23.2864 -10.9140
Li3 -16.7219 -23.3980 -7.5977
O3 -18.2897 -21.2285 -10.7206
C25 -16.6749 -17.2327 -13.9966
H22 -16.5068 -20.0234 -4.1362
C26 -14.0443 -27.6540 -12.4043
H23 -15.6757 -24.8177 -4.6363
C27 -19.2399 -26.4681 -13.9016
H24 -18.0609 -18.4572 -6.0712
H25 -18.3529 -18.9023 -11.6599
H26 -22.0569 -21.0869 -4.9917
H27 -23.2651 -20.3270 -11.3841
C28 -17.2013 -17.5257 -12.7507
H28 -20.2794 -27.0727 -10.3164
C29 -17.7742 -22.2678 -10.1734
C30 -16.6188 -18.2278 -14.9839
H29 -13.8021 -25.8627 -13.5273
Li4 -18.1181 -21.6161 -12.6844
H30 -20.8940 -20.9492 -10.9601
C31 -16.0413 -17.8122 -6.3929
C32 -20.5277 -22.7606 -8.0320
H31 -15.7088 -24.7134 -12.3329
H32 -20.0867 -23.1714 -8.9305
C33 -21.9516 -22.8950 -6.1324
C34 -16.2467 -21.7065 -5.4264
C35 -23.0323 -18.5258 -10.1913
H33 -16.0098 -17.2155 -5.4944
C36 -15.1217 -18.5941 -8.4768
H34 -24.0952 -18.3244 -10.1262
H35 -14.3316 -18.5844 -9.2120

Calculated values
Frontier orbital gap = 8.871 eV
Energy relative to the best compared isomer or geometry (same formula, charge and spin) = 0.0 kJ/mol
Charge = +2
2S+1 = 1

---

4.
Entry from the OMol25 dataset: one molecule with the formula C4H6N2S (ωB97M-V/def2-TZVPD).

Cartesian coordinates (Å):
N1 1.8109 2.7777 1.5077
S1 -1.0835 -0.4653 1.8088
C1 -0.6807 -0.7582 0.2287
H1 -0.7708 -2.7281 -0.6261
H2 0.6364 -0.1896 -1.5587
H3 -2.4931 -1.8789 -0.2422
C2 -1.3454 -1.8254 -0.6609
H4 1.4450 3.6658 1.2057
N2 0.9838 1.0143 0.0988
H5 2.5189 2.7345 2.2375
C3 0.2866 0.0181 -0.4939
C4 1.5878 1.6446 0.9388
H6 -1.3895 -1.6615 -1.7204

Calculated values
Frontier orbital gap (spin up / spin down) = 7.237 / 7.240 eV
Energy relative to the best compared isomer or geometry (same formula, charge and spin) = 298.5 kJ/mol
2S+1 = 1

---

5.
Entry from the OMol25 dataset: a 3-piece molecular cluster, C3H14NO2 overall (ωB97M-V/def2-TZVPD).

Cartesian coordinates (Å):
H1 0.4348 1.4164 0.5368
H2 -0.6207 -2.8012 0.3227
C1 -1.4904 0.9853 1.5998
H3 1.1222 0.3834 -1.8507
O1 0.0200 -2.2699 0.8129
H4 3.1622 0.4703 -0.3789
H5 0.5985 -1.2297 -1.2852
H6 2.7443 1.9745 -0.3713
C2 -0.8251 0.0444 -0.7365
H7 -1.4428 2.1060 1.4904
C3 -0.3438 0.5348 0.6006
H8 -1.4653 0.7401 -1.2695
H9 0.3221 -0.1994 1.0857
H10 -1.4620 0.4765 2.4505
H11 -1.3508 -0.7750 -0.4858
H12 -2.3808 0.5261 1.0381
H13 -0.0676 -2.5986 1.7499
O2 2.6795 1.1193 -0.9155
H14 0.0303 -0.5706 -2.6317
N1 0.3354 -0.3328 -1.7622

Calculated values
Frontier orbital gap = 11.783 eV
Energy relative to the best compared isomer or geometry (same formula, charge and spin) = 211.7 kJ/mol
Charge = +1
2S+1 = 1

---

6.
Entry from the OMol25 dataset: one molecule with the formula C4H8BrNO2Si (ωB97M-V/def2-TZVPD).

Cartesian coordinates (Å):
C1 0.4016 0.5901 2.3270
H1 1.1283 1.2974 2.1428
C2 0.6876 2.5810 -0.7834
H2 -1.6165 -2.6941 -1.2543
Si1 -0.2777 -0.0781 -0.2312
H3 1.5972 1.0035 -1.7567
Br1 -2.4187 0.5247 0.0573
C3 -0.5956 -2.7362 -0.8185
O1 0.3974 -0.2194 1.1517
H4 -0.5560 1.1710 2.3835
O2 -0.0915 -1.4321 -1.0995
H5 0.3605 -0.0332 3.1592
H6 0.0462 -3.3958 -1.4741
H7 -0.5191 -3.1221 0.2567
N1 0.9408 3.5938 -0.2536
C4 0.5618 1.3755 -1.4280
H8 -0.0462 1.5739 -2.3788

Calculated values
Frontier orbital gap = 10.903 eV
Energy relative to the best compared isomer or geometry (same formula, charge and spin) = 0.0 kJ/mol
Structure (SMILES) = CO[Si](Br)(CC#N)OC
2S+1 = 1

---

7.
Entry from the OMol25 dataset: C38H48BrClCoN4O6P3 as an isolated structure (ωB97M-V/def2-TZVPD).

Cartesian coordinates (Å):
H1 -0.7110 0.7482 5.6427
H2 4.1606 2.1755 0.2140
H3 3.2903 0.2774 -2.0136
C1 -4.7529 -3.3715 1.4429
C2 -1.9234 -1.4554 -3.6388
C3 -4.2478 0.8754 -0.5633
C4 -2.5008 5.0250 -0.8418
H4 3.9796 2.5363 2.8372
H5 5.5259 1.3112 -2.4570
C5 -1.2572 -4.1394 -3.4372
O1 2.8697 -2.8264 -0.2291
C6 3.9619 0.5577 -1.1928
H6 1.5451 -0.4684 -5.1613
H7 4.9556 -4.1499 -2.4896
H8 -0.3653 -1.5185 3.6293
C7 -3.8360 -4.0565 2.2229
O2 1.4056 -0.7763 -0.6292
H9 2.0101 -2.4064 2.1797
H10 -5.8100 -3.5481 1.5661
C8 -1.0362 0.1525 4.7942
O3 3.8723 -0.4655 -0.1679
H11 -1.1695 0.8057 3.9348
P1 -2.3180 -1.0709 -0.9344
C9 3.2132 -3.3007 -1.5536
C10 0.6663 1.4920 -5.0998
H12 1.2323 -4.0589 -1.9520
H13 3.5274 -1.5070 2.2871
C11 5.4030 0.5663 -1.6762
H14 -4.1776 -4.7623 2.9634
C12 4.7478 0.5802 3.3101
H15 5.6783 -0.4064 -2.0739
O4 2.5151 1.2286 2.4932
C13 2.5046 -1.4716 1.9240
N1 -2.8064 5.9055 -1.5159
H16 2.4918 1.8358 -0.2686
P2 2.5831 -1.3248 0.1251
H17 3.5947 2.6602 -1.3854
C14 -0.3563 2.0005 -3.0069
C15 -2.0500 -2.9354 1.1072
C16 -6.2814 1.0622 -1.8233
C17 -4.3226 -2.4663 0.4912
H18 2.9313 1.0218 5.2779
C18 -3.8397 -0.1791 -1.3782
H19 0.7222 -1.1968 6.4715
H20 -1.7607 -4.4000 2.6450
C19 -5.4612 1.4996 -0.7916
H21 -3.6177 1.1857 0.2591
H22 -6.5341 -0.3634 -3.4034
C20 0.3258 -1.8016 5.6612
C21 -2.4759 -3.8485 2.0544
H23 0.8763 -0.9970 -2.8389
H24 2.3477 2.6059 4.7453
H25 -4.3820 -1.4645 -3.0189
H26 5.3146 -2.9071 -1.2800
N2 -1.1843 1.8478 0.0361
C22 3.6392 1.6190 3.3313
H27 1.0713 -2.5440 5.3875
Br1 1.1286 1.9336 -6.8736
C23 0.6259 -0.0420 -3.2727
H28 4.0219 2.4154 5.2750
O5 0.3725 0.2127 1.7229
H29 4.4551 -0.2967 3.8845
C24 -5.8868 -0.0018 -2.6189
H30 -1.0086 -5.1854 -3.3641
H31 -0.5684 -2.3091 6.0079
H32 5.6353 1.0043 3.7736
H33 -2.2025 -0.4118 -3.7105
H34 3.0834 -2.4728 -2.2627
C25 -0.0066 -0.9171 4.4719
C26 1.0030 0.2504 -4.5680
H35 -7.2308 1.5430 -1.9982
C27 3.2001 1.9331 4.7507
N3 -0.0406 0.8101 -2.4916
C28 -1.5955 -3.4340 -2.2963
C29 4.6657 -3.7454 -1.5246
C30 -1.6349 2.9392 -0.0819
C31 2.2523 -4.4304 -1.8891
O6 1.2300 -0.2764 4.0694
H36 -0.9074 2.6729 -2.3686
C32 -1.5909 -2.1705 -4.7725
H37 4.7960 -4.5153 -0.7701
H38 -0.9773 -4.0652 -5.5590
P3 1.5804 -0.0181 2.5608
H39 -1.9869 -0.3143 5.0356
H40 2.3059 -5.1926 -1.1166
H41 -5.7772 2.3161 -0.1609
H42 -1.6237 -3.9361 -1.3414
C33 -2.9598 -2.2410 0.3105
C34 3.5227 1.8946 -0.6188
H43 -1.6125 -1.6910 -5.7397
H44 -0.3104 3.3637 -4.6521
Co1 -0.3398 0.2714 -0.3092
C35 -1.9326 -2.0862 -2.3909
H45 4.9968 0.2980 2.2891
C36 -1.2439 -3.5106 -4.6727
H46 6.0732 0.8062 -0.8561
C37 -0.0311 2.3876 -4.2918
H47 2.5274 -4.8812 -2.8370
N4 -2.1721 4.0370 -0.0941
H48 -5.0387 -1.9469 -0.1263
Cl1 -0.3671 -2.6080 0.8401
C38 -4.6700 -0.6228 -2.4076

Calculated values
Frontier orbital gap (spin up / spin down) = 9.138 / 4.878 eV
⟨S²⟩ = 6.05
Charge = +2
2S+1 = 5